This record from OMol25 describes C15H17N3O3 in the gas phase. The level of theory is wB97M-V/def2-TZVPD.

The calculation puts the energy above the lowest of the compared OMol25 structures with the same formula, charge and spin at 272.2 kJ/mol. The calculation puts the calculated total energy at -26443.73415 eV. The value obtained for the HOMO energy is -8.1 eV. The multiplicity is 1. As for the structure (SMILES): COc1ccc(NC(=O)NCc2ccccn2)c(OC)c1.

The geometry in XYZ format:
```
38
Properties=species:S:1:pos:R:3:lowdin_charge:R:1
C -5.3407 -2.2532 -0.1459 -0.090
H -6.1148 -2.6171 0.5278 0.093
O -4.6047 -1.3100 0.5945 -0.082
C -3.5557 -0.6871 -0.0124 -0.275
C -3.1416 -0.9022 -1.3182 -0.029
C -2.0471 -0.2056 -1.8047 -0.010
C -1.3523 0.7069 -1.0278 -0.188
C -1.7997 0.9538 0.2879 -0.216
C -2.8798 0.2432 0.7797 0.063
H -3.2497 0.3977 1.7794 0.118
O -1.1256 1.9066 0.9889 -0.087
C -1.5489 2.2135 2.2946 -0.072
H -1.4607 1.3488 2.9602 0.099
H -2.5803 2.5788 2.3080 0.098
H -0.8814 3.0023 2.6374 0.097
N -0.2746 1.4098 -1.5862 0.136
C 0.9722 1.6711 -1.0667 -0.562
O 1.7387 2.4158 -1.6476 0.045
N 1.2855 1.0166 0.0780 0.086
H 0.6623 0.3161 0.4400 0.139
C 2.5608 1.1963 0.7316 -0.115
C 3.5104 0.0683 0.4128 -0.270
N 3.8576 -0.7269 1.4147 0.100
C 4.6770 -1.7345 1.1644 -0.152
C 5.1868 -2.0090 -0.0940 -0.074
C 4.8179 -1.1805 -1.1443 -0.067
C 3.9652 -0.1215 -0.8897 -0.012
H 3.6531 0.5577 -1.6677 0.110
H 5.1938 -1.3568 -2.1420 0.105
H 5.8526 -2.8440 -0.2482 0.097
H 4.9317 -2.3484 2.0190 0.102
H 2.4174 1.2518 1.8132 0.120
H 2.9714 2.1390 0.3586 0.128
H -0.4006 1.7636 -2.5234 0.153
H -1.7228 -0.3717 -2.8212 0.118
H -3.6495 -1.5991 -1.9640 0.101
H -4.7139 -3.0926 -0.4635 0.096
H -5.8102 -1.7974 -1.0234 0.096
```